1.
Computed, not measured: a cluster of 21 separate species, C4H41FO20 in total in a non-equilibrium geometry, with ωB97M-V/def2-TZVPD.

The calculation puts the HOMO energy at -0.329 hartree. For the LUMO energy, the calculation gives -1.03 eV. The HOMO-LUMO gap comes out at 7.911 eV. As for the spin multiplicity: 1.

Element x y z (Å)
F 1.3525 -2.6394 1.7458
C -0.9165 0.9961 -1.1750
C 0.7920 -1.8023 0.8066
C -0.3239 0.0248 -0.7958
C 0.3369 -0.9708 -0.0275
H -1.4200 1.9117 -1.4201
O 2.2861 -5.3719 -0.7792
H 2.3786 -4.7513 -1.5730
H 3.1100 -5.2689 -0.2010
O 4.4278 -4.1461 3.4765
H 4.5533 -4.1190 4.4801
H 4.7085 -3.2501 3.0995
O 0.9674 2.3740 -3.6477
H 1.1479 1.4960 -3.1783
H 1.1447 3.1241 -2.9922
O -4.1323 2.0496 -3.2812
H -4.9184 2.5811 -3.6324
H -4.2612 1.9163 -2.2865
O 2.8037 0.5073 -2.1658
H 3.7792 0.3581 -2.3892
H 2.7338 0.7047 -1.1759
O -1.5446 4.7157 -1.7028
H -0.6331 4.3101 -1.8715
H -1.7576 4.6139 -0.7189
O 1.9785 -5.4347 3.0740
H 1.6136 -5.6317 3.9969
H 2.8842 -4.9962 3.1802
O -5.2147 1.3184 -0.2572
H -4.9396 2.2653 -0.0306
H -4.5975 0.6847 0.2341
O -4.2780 3.6484 0.4887
H -4.8969 4.2018 1.0669
H -3.3680 4.0907 0.4879
O 0.1578 -0.8501 4.3132
H 0.2178 -1.8394 4.1097
H -0.7631 -0.6606 4.6871
O -3.4705 -2.5396 -0.6301
H -2.4919 -2.7319 -0.4596
H -4.0175 -3.2523 -0.1646
O 1.7834 0.9846 3.0460
H 1.0482 0.3704 3.3714
H 2.6602 0.6585 3.4314
O 1.2728 4.1960 -1.1750
H 1.5707 5.1380 -1.3934
H 1.8993 3.8218 -0.4742
O -1.9332 5.0727 0.9215
H -2.1606 5.0021 1.9049
H -1.3800 5.9088 0.7851
O -3.8319 -0.6792 1.2502
H -3.6144 -1.3709 0.5445
H -4.4265 -1.1132 1.9443
O 4.2514 -1.3765 0.8854
H 4.8883 -1.2414 1.6599
H 4.5163 -2.2261 0.4040
O 0.1467 -5.7278 1.1736
H 0.7096 -5.5992 2.0044
H 0.7666 -5.7579 0.3744
O -2.2416 2.1367 -5.1784
H -1.4164 1.9158 -4.6361
H -3.0374 2.1412 -4.5535
O 1.4351 -1.2650 -3.7758
H 1.1566 -0.9734 -4.7038
H 1.7910 -0.4553 -3.2846
O 2.9344 1.1782 0.6172
H 3.3571 0.2621 0.6933
H 2.4255 1.3625 1.4721

***

2.
Computed, not measured: a cluster of 16 separate species, C4H41N2O15 in total in a non-equilibrium geometry, with ωB97M-V/def2-TZVPD.

The calculation puts the HOMO energy (spin up / spin down) at -0.585 / -0.585 hartree. Its net charge is +2. For the LUMO energy (spin up / spin down), the calculation gives -7.03 / -10.66 eV. The HOMO-LUMO gap (spin up / spin down) comes out at 8.888 / 5.265 eV. As for the expectation value of S²: 0.760. The energy above the lowest of the compared OMol25 structures with the same formula, charge and spin is 0.000 eV. As for the spin multiplicity: 2.

Element x y z (Å)
C 0.0698 -0.0002 -1.4825
C 0.9691 0.2739 -2.6616
C 0.4934 -0.5941 -3.9538
C 0.4547 -3.0566 -4.1294
N 0.6939 -1.9855 -3.5227
N 0.3832 -1.2142 -0.6424
H -0.9708 -0.1678 -1.7716
H 0.0635 0.8456 -0.7960
H 0.7557 1.3164 -2.9047
H 2.0302 0.0122 -2.6196
H -0.5629 -0.4169 -4.1320
H 1.2882 -0.4857 -4.6897
H -0.1391 -3.1604 -5.0334
H 0.9962 -3.8788 -3.6429
H -0.2938 -1.1949 0.1708
H 0.0418 -1.9672 -1.2326
H 1.3447 -1.2556 -0.3028
H -1.4786 -4.5919 0.4904
H -1.9058 -3.2402 1.0015
O -2.0486 -3.8491 0.2647
H 1.6884 4.5985 0.8708
H 0.8406 3.5882 0.1031
O 1.4533 3.6642 0.8639
H -1.0550 -0.6751 5.4194
H -0.7885 0.3647 4.4689
O -1.4341 -0.3436 4.5930
H 4.7085 -0.3899 -2.0284
H 4.2133 1.0366 -1.4512
O 4.1807 0.3992 -2.1394
H 2.8062 2.0872 0.5330
H 4.3055 2.0743 0.5283
O 3.5537 1.4878 0.6775
H -4.0835 -0.2096 -4.1970
H -2.9428 0.1339 -5.1952
O -3.1709 -0.3809 -4.4232
H 1.6316 2.4779 2.9343
H 2.9669 1.7605 3.2110
O 2.0145 1.6258 3.1734
H -1.0938 2.7238 -0.6606
H -0.7358 4.1260 -1.2040
O -0.3804 3.2418 -1.0796
H -0.0521 0.5345 1.9186
H 1.1380 0.2339 2.6173
O 0.5126 -0.2529 2.0334
H -1.3920 2.4778 2.9252
H -1.5935 1.8457 1.5153
O -1.2492 1.6794 2.4115
H 3.5064 -1.8981 1.1507
H 2.5173 -0.7596 1.2664
O 2.9369 -1.3386 0.6116
H -2.7749 0.0434 3.2494
H -3.7498 -1.1139 3.0344
O -3.3073 -0.3998 2.5607
H -3.3083 2.3768 0.0529
H -2.7422 0.9428 0.1661
O -2.4929 1.8741 -0.0462
H -2.2932 -0.7109 1.3696
H -2.6276 -1.3518 0.0229
O -1.9978 -0.7314 0.4013
H -1.2916 -2.7114 3.5876
H 0.1011 -2.4995 2.8464
O -0.7031 -3.0205 2.8978

***

3.
Computed, not measured: a cluster of 16 separate species, C4H42N2O15 in total in a non-equilibrium geometry, with ωB97M-V/def2-TZVPD.

The calculation puts the HOMO energy (spin up / spin down) at -0.469 / -0.468 hartree. Its net charge is +1. For the LUMO energy (spin up / spin down), the calculation gives -3.04 / -8.13 eV. The HOMO-LUMO gap (spin up / spin down) comes out at 9.711 / 4.614 eV. As for the expectation value of S²: 0.758. The energy above the lowest of the compared OMol25 structures with the same formula, charge and spin is 1.138 eV. As for the spin multiplicity: 2.

Element x y z (Å)
C -0.0825 0.6748 4.5124
N -0.7854 0.4674 3.2270
C -0.5666 1.6867 2.4180
C 0.0972 1.3396 1.0694
C -0.5192 2.4051 0.0795
N 0.1476 3.6264 0.1526
H -0.1809 -0.1853 5.1710
H 0.9140 0.9607 4.2541
H -0.5279 1.5279 5.0490
H -1.8061 0.4192 3.1575
H 0.0673 2.3661 3.0009
H -1.4800 2.2642 2.3043
H -0.2241 0.3396 0.8232
H 1.1780 1.4297 1.1846
H -1.5969 2.5568 0.0399
H -0.3988 1.9208 -0.9088
H -0.1501 4.2762 0.8700
H 1.1469 3.6765 -0.0218
H -4.2218 -2.1798 -0.9391
H -3.8106 -1.1911 -2.0514
O -4.1550 -2.0774 -1.8905
H 3.3248 -4.2774 -0.1232
H 2.1666 -3.3113 -0.0955
O 3.0387 -3.4387 -0.4894
H -5.0733 0.7941 -1.6471
H -4.0356 0.6467 -0.5006
O -4.1375 0.6830 -1.4532
H -0.8695 -3.1794 -1.2062
H -0.6792 -1.8587 -1.9315
O -0.1558 -2.5397 -1.4774
H -1.5949 -1.5567 -0.2875
H -1.5390 -0.7062 0.8563
O -2.2125 -0.9974 0.2212
H 2.7928 2.2577 -2.0840
H 2.2266 3.6587 -1.8006
O 3.0322 3.1364 -1.7637
H -0.2328 -3.6761 1.1236
H -1.6304 -2.8252 0.9133
O -1.0304 -3.5231 0.6626
H 2.3527 0.5252 0.0548
H 3.3389 -0.5040 -0.4925
O 3.0435 0.4092 -0.6009
H 2.8163 2.7057 0.1175
H 4.2484 2.4621 0.2830
O 3.5027 2.7184 0.7984
H -3.8435 1.3584 2.1455
H -4.1583 0.2348 3.1639
O -3.6607 1.0496 3.0369
H 1.3499 -2.5038 -2.6213
H 2.6882 -2.4740 -1.9664
O 2.2381 -2.1425 -2.7611
H 3.0238 -0.9328 -3.6738
H 3.3722 0.0159 -2.5976
O 3.2553 0.0264 -3.5480
H -0.0198 -1.3522 -4.6324
H -0.8000 -0.2483 -3.8670
O -0.4178 -1.1202 -3.8068
H 1.5553 0.9424 -3.7716
H 0.7295 2.1942 -4.0432
O 0.9094 1.5578 -3.3499
H -1.4187 -3.6726 4.0380
H -0.0477 -2.9991 3.7977
O -0.4934 -3.8411 3.8780

***

4.
Computed, not measured: a cluster of 16 separate species, C4H43N2O15 in total in a non-equilibrium geometry, with ωB97M-V/def2-TZVPD.

The calculation puts the HOMO energy at -0.459 hartree. Its net charge is +1. For the LUMO energy, the calculation gives -2.83 eV. The HOMO-LUMO gap comes out at 9.661 eV. The energy above the lowest of the compared OMol25 structures with the same formula, charge and spin is 4.531 eV. As for the spin multiplicity: 1.

Element x y z (Å)
C -2.1649 0.2430 2.3618
N -1.1982 1.4164 2.5127
C -1.2745 -0.9600 1.9243
N -0.8802 -0.8247 0.4773
C -3.5187 -2.3676 1.6531
C -2.0740 -2.2155 2.1379
H -3.0225 0.5737 1.6710
H -2.4955 -0.0152 3.3791
H -0.3304 1.2096 3.0587
H -0.9799 1.6805 1.4517
H -0.2959 -1.0676 2.4878
H -1.8301 -0.8384 -0.0025
H -1.6628 2.2546 2.9021
H -0.4891 0.0679 0.2631
H -4.2947 -2.0696 2.3945
H -3.6768 -3.4418 1.4046
H -3.6621 -1.8176 0.6771
H -1.9913 -2.4504 3.2340
H -1.5860 -3.1239 1.6509
H 2.1729 -1.5260 1.6939
H 3.3147 -2.3714 1.4805
O 2.8235 -1.9871 2.2140
H -2.4795 0.3814 -2.2128
H -3.3928 -0.5882 -1.6748
O -2.7617 0.0687 -1.3405
H -1.2792 2.2575 -0.9475
H 0.0218 2.9161 -0.3538
O -0.6908 2.2183 -0.1366
H 1.2696 3.3231 1.4398
H 2.4346 2.2970 0.8483
O 1.5802 2.4444 1.2565
H 1.7410 0.9841 -2.2144
H 2.9851 0.5136 -2.9018
O 2.6770 1.2295 -2.3470
H 0.4712 -3.2782 2.0920
H 1.5679 -3.2356 3.1188
O 0.5814 -3.3052 3.0819
H 3.9468 1.0671 -0.4110
H 4.4739 2.2688 0.2533
O 3.9806 1.4436 0.4758
H 2.2660 3.7284 -1.3833
H 1.1995 3.9999 -2.4967
O 1.3445 3.6173 -1.6399
H -3.4760 -2.3730 -3.5477
H -2.5468 -2.6552 -2.0565
O -2.9532 -2.2348 -2.7845
H 0.7966 -1.1224 -3.3479
H -0.9059 -1.4301 -3.2857
O -0.1168 -0.9250 -3.3359
H 1.9856 -0.1001 0.0181
H 2.4658 -1.1812 -1.0879
O 2.2625 -1.0196 -0.1586
H 0.7621 -1.9246 -0.9984
H 0.3260 -3.0153 -1.9326
O 1.1217 -2.5594 -1.6818
H 2.1445 2.9700 -3.9377
H 0.6497 2.5130 -4.1154
O 1.2228 3.2596 -4.2637
H 1.7010 1.3888 3.0178
H 1.5473 0.1007 3.7706
O 1.1538 1.0241 3.7295
H -0.4312 0.8443 -2.9647
H 0.0658 1.9927 -1.9590
O -0.5954 1.7271 -2.6119

***

5.
Computed, not measured: a cluster of 16 separate species, C4H43N2O15 in total in a non-equilibrium geometry, with ωB97M-V/def2-TZVPD.

The calculation puts the HOMO energy at -0.450 hartree. Its net charge is +1. For the LUMO energy, the calculation gives -2.78 eV. The HOMO-LUMO gap comes out at 9.475 eV. The energy above the lowest of the compared OMol25 structures with the same formula, charge and spin is 4.492 eV. As for the spin multiplicity: 1.

Element x y z (Å)
C 0.7334 -1.2901 2.0545
N 2.1951 -1.3749 1.7964
C 3.1103 -0.7646 2.7500
C 0.1862 -0.2834 1.0115
N -0.1732 -0.9891 -0.2443
C 0.2649 -0.1412 -1.4035
H 0.3132 -2.2893 2.0563
H 0.5645 -0.7086 2.9689
H 2.3343 -2.3740 1.7769
H 2.7693 -0.7805 3.7896
H 4.0805 -1.2417 2.6006
H 3.3467 0.2850 2.5742
H -0.6086 0.3206 1.4435
H 0.9918 0.4144 0.8067
H -1.1680 -1.2073 -0.2683
H 0.3043 -1.9167 -0.4133
H 1.2688 -0.4011 -1.7161
H -0.3681 -0.2214 -2.2957
H 0.0053 0.8886 -1.1795
H 2.9703 1.4743 -1.8933
H 4.3542 1.4495 -2.6199
O 3.4992 1.8705 -2.5856
H -1.7486 2.3080 2.8074
H -1.8200 3.1547 4.0934
O -1.6927 2.2652 3.7694
H 0.4027 -2.7811 -4.1392
H 1.5966 -1.9021 -4.6050
O 0.7797 -1.8990 -4.1043
H -0.6062 2.7537 -3.2168
H -1.2694 1.5247 -3.5642
O -0.9754 2.3262 -4.0147
H -2.6472 -0.8941 2.5377
H -3.9783 -0.2891 2.1714
O -3.0473 -0.2676 1.9202
H -3.0180 2.6824 0.2985
H -2.7042 1.2581 0.9161
O -2.3262 2.0790 0.5848
H 3.3502 2.9526 0.5389
H 4.6782 2.4706 -0.0910
O 3.7366 2.2872 -0.0353
H -0.0858 2.4101 0.1989
H 0.5593 3.6325 0.8460
O 0.6453 2.6859 0.7530
H -1.5444 -1.5142 5.1301
H -2.7147 -1.8619 4.4742
O -1.7670 -2.0518 4.3477
H 3.3612 -1.8649 -0.7267
H 3.3321 -0.6135 0.1859
O 3.6330 -0.9475 -0.6724
H -3.3666 -2.5123 -1.7068
H -3.6029 -1.1343 -1.8348
O -3.0828 -1.7008 -1.2666
H 1.5159 3.8085 -3.1308
H 1.4658 2.6900 -2.0596
O 1.0628 3.5116 -2.3365
H -0.2321 -3.7096 0.2300
H -1.1986 -3.2402 -0.8448
O -0.3109 -3.5882 -0.7276
H -2.2028 -4.8431 1.8129
H -1.0967 -4.1244 2.5660
O -1.4625 -4.2466 1.6817
H -4.2728 1.3635 -3.0247
H -2.8736 1.5594 -2.3220
O -3.7155 1.9590 -2.5320

***

6.
Computed, not measured: the molecule C4H4Br2 in a non-equilibrium geometry, with ωB97M-V/def2-TZVPD.

Its SMILES is C=C(Br)C(=C)Br. The calculation puts the HOMO energy at -0.355 hartree. For the LUMO energy, the calculation gives 0.65 eV. The HOMO-LUMO gap comes out at 10.312 eV. The energy above the lowest of the compared OMol25 structures with the same formula, charge and spin is 1.108 eV. As for the spin multiplicity: 1.

Element x y z (Å)
C 0.2663 1.8240 -0.0037
C 0.6491 0.5727 -0.2200
Br 2.4164 0.0104 -0.1270
C -0.5880 -0.6617 -0.1299
C -0.3945 -1.9044 0.0340
Br -2.2343 0.2524 -0.1269
H 1.1806 2.4549 0.0649
H -0.6539 2.3255 0.2702
H -1.2537 -2.5744 0.1904
H 0.6120 -2.2995 0.0480

***

7.
Computed, not measured: a structure of composition C4H4Br2 in a non-equilibrium geometry, with ωB97M-V/def2-TZVPD.

The calculation puts the HOMO energy at -0.354 hartree. For the LUMO energy, the calculation gives 0.57 eV. The HOMO-LUMO gap comes out at 10.212 eV. The energy above the lowest of the compared OMol25 structures with the same formula, charge and spin is 2.198 eV. As for the spin multiplicity: 1.

Element x y z (Å)
C -1.1377 1.6534 2.0209
C -1.6697 0.8884 1.2846
C 0.1111 -0.8439 -1.3344
C 1.3610 -0.9974 -0.9157
Br 2.5393 -2.3722 -1.3915
Br 2.1527 0.3791 0.1737
H -0.6054 2.5041 2.4977
H -2.1516 0.3639 0.5433
H -0.2024 -1.5480 -2.0220
H -0.3975 -0.0274 -0.8567

***

8.
Computed, not measured: a structure of composition C4H4Br2 in a non-equilibrium geometry, with ωB97M-V/def2-TZVPD.

The calculation puts the HOMO energy at -0.369 hartree. For the LUMO energy, the calculation gives 0.37 eV. The HOMO-LUMO gap comes out at 10.407 eV. The energy above the lowest of the compared OMol25 structures with the same formula, charge and spin is 1.174 eV. As for the spin multiplicity: 1.

Element x y z (Å)
C -0.3509 0.0409 0.2534
C -1.1162 -0.1733 1.2403
C -0.1553 0.1927 -1.2193
C 0.9792 -0.0169 -0.1980
Br 2.0484 -1.5904 -0.0423
Br 2.0737 1.6249 0.0136
H -0.7080 -0.4212 2.2051
H -2.2777 -0.0905 1.0741
H -0.3427 -0.7302 -1.7242
H -0.1504 1.1640 -1.6026

***

9.
Computed, not measured: a cluster of 2 separate species, C4H4Br2N2O in total in a non-equilibrium geometry, with ωB97M-V/def2-TZVPD.

The calculation puts the HOMO energy (spin up / spin down) at -0.362 / -0.361 hartree. For the LUMO energy (spin up / spin down), the calculation gives -4.49 / -4.49 eV. The HOMO-LUMO gap (spin up / spin down) comes out at 5.347 / 5.337 eV. The energy above the lowest of the compared OMol25 structures with the same formula, charge and spin is 1.913 eV. As for the spin multiplicity: 1.

Element x y z (Å)
C -0.7773 1.2732 0.4086
C 0.4716 -0.2262 -1.0720
C -0.8669 -1.0650 1.0592
C -0.3830 0.0213 0.1259
N -1.3133 2.2320 0.7555
N 0.8546 0.9965 -1.5380
O 0.7552 -1.2514 -1.6507
Br -2.6846 -1.4799 0.7074
Br 2.4714 -0.4422 1.4092
H -0.3724 -2.0582 0.6427
H -0.7741 -0.9295 2.1650
H 0.8172 1.8749 -1.0219
H 1.8016 1.0543 -1.9909